# 1
DFT (ωB97M-V/def2-TZVPD) results for C26H26AuN4O4S as an isolated structure.

ORCA input file:
```
! RIJCOSX wB97M-V def2-TZVPD def2/J DEFGRID3
* xyz 1 3
Au -0.0026 -0.3806 0.4240
C -0.7695 3.1194 -2.6533
C 0.2184 2.0700 -2.1820
C 1.5841 2.2475 -2.8389
O 0.3859 2.1488 -0.7592
C -0.2545 0.6344 -2.4966
O -1.1824 0.5098 -3.3249
O 0.3348 -0.3191 -1.9168
H -0.3829 4.1158 -2.4281
H -1.7372 2.9895 -2.1644
H -0.9289 3.0459 -3.7270
H 1.9451 3.2648 -2.6852
H 1.5220 2.0591 -3.9146
H 2.2940 1.5497 -2.3988
H -0.0215 2.9617 -0.4440
S 3.6288 -0.4044 3.0308
C 4.1701 -0.1305 1.4343
C 3.1477 -0.1103 0.5307
C 1.8873 -0.3269 1.1426
C 1.9974 -0.5016 2.4961
C 0.8383 -0.7546 3.3411
C 0.8861 -1.0084 4.7098
C -0.2866 -1.2645 5.3916
C -1.4949 -1.2708 4.7046
C -1.4693 -1.0090 3.3496
N -0.3410 -0.7498 2.6933
H 5.2228 0.0081 1.2457
H 3.2903 0.0535 -0.5268
H 1.8392 -1.0102 5.2211
H -0.2623 -1.4658 6.4543
H -2.4308 -1.4749 5.2035
H -2.3784 -1.0071 2.7598
C -0.2214 1.2702 -7.5230
C -0.6351 0.2535 -6.5140
C -2.0043 0.0254 -6.2501
C -2.4132 -0.9017 -5.3413
C -1.4390 -1.6643 -4.6397
N -1.7596 -2.7165 -3.8391
C -3.0509 -3.1700 -3.4657
O -3.3545 -4.3211 -3.6158
N -3.9091 -2.2028 -2.9783
C -3.6001 -1.2981 -1.9379
C -4.5419 -0.3634 -1.5360
C -4.2323 0.5047 -0.5034
C -2.9903 0.4202 0.0990
N -2.0918 -0.4906 -0.2870
C -2.3848 -1.3285 -1.2745
C -0.0544 -1.4436 -4.9078
C 0.3239 -0.5168 -5.8341
H -0.9047 2.1185 -7.5336
H -0.2396 0.8269 -8.5233
H 0.7906 1.6269 -7.3400
H -2.7450 0.5984 -6.7931
H -3.4630 -1.0769 -5.1636
H -1.0615 -3.4456 -3.7604
H -4.8615 -2.5429 -2.9678
H -5.5025 -0.3075 -2.0336
H -4.9448 1.2470 -0.1738
H -2.7006 1.0801 0.9058
H -1.6031 -2.0216 -1.5436
H 0.6830 -2.0163 -4.3600
H 1.3753 -0.3519 -6.0301
*
```

Values from the calculation:
HOMO level (spin up / spin down)	-0.3639 / -0.3802	Eh
expectation value of S²	2.023
LUMO level (spin up / spin down)	-0.09152 / -0.20896	Eh
HOMO-LUMO gap (spin up / spin down)	7.41 / 4.66	eV

Löwdin atomic charge list, values in e, 5 entries: 1.12 -0.02 -0.53 0.00 -0.05

***

# 2
DFT (ωB97M-V/def2-TZVPD) results for C26H26BaN8O4S2Te as an isolated structure.

ORCA input file:
```
! RIJCOSX wB97M-V def2-TZVPD def2/J DEFGRID3
* xyz -2 1
Ba -0.7164 0.7738 0.8188
C -1.3738 1.5820 -4.3429
C -1.4480 1.5789 -2.8438
N -0.9281 0.6760 -2.0971
N -0.1845 -0.2986 -2.7042
C 0.0042 -1.3494 -1.8913
O -0.5215 -1.5271 -0.7593
C 0.9712 -2.3731 -2.4095
C 1.4085 -2.3804 -3.7318
C 2.3711 -3.2918 -4.1414
C 2.9202 -4.1905 -3.2343
C 2.4788 -4.1948 -1.9186
C 1.4959 -3.3004 -1.5177
C -2.2070 2.6605 -2.1555
C -2.7856 3.7078 -2.8638
C -3.4905 4.6835 -2.1707
C -3.5932 4.6018 -0.7967
C -2.9696 3.5348 -0.1552
N -2.3039 2.5965 -0.8190
H -0.8188 0.7091 -4.6716
H -0.8732 2.4814 -4.7119
H -2.3763 1.5597 -4.7787
H 1.0009 -1.6523 -4.4198
H 2.7127 -3.2883 -5.1699
H 3.7004 -4.8751 -3.5415
H 2.9246 -4.8784 -1.2066
H 1.1288 -3.2875 -0.5012
H -2.6920 3.7566 -3.9393
H -3.9496 5.5033 -2.7114
H -4.1196 5.3378 -0.2076
H -2.9997 3.4256 0.9288
Te -1.9242 1.8918 3.6420
C -4.4094 8.0779 1.1599
N -3.1866 7.3889 1.4866
C -3.1119 6.3888 2.4353
S -1.6591 5.9640 3.1196
N -4.2743 5.7528 2.7009
C -4.3557 4.7015 3.7141
H -4.1905 8.8289 0.4011
H -4.8777 8.5802 2.0179
H -5.1391 7.3928 0.7187
H -2.3583 7.9596 1.5253
H -5.1300 6.2449 2.5056
H -3.5555 3.9615 3.5871
H -5.3103 4.1870 3.5969
H -4.2808 5.1222 4.7195
O 6.9982 -7.8337 0.6766
S 6.6284 -6.4366 0.6029
O 6.3499 -5.9471 -0.7362
O 7.4306 -5.5479 1.4250
C 4.9915 -6.3364 1.4038
N 4.4555 -7.4369 1.9245
C 3.2567 -7.2916 2.4796
C 2.5838 -6.0869 2.5250
C 3.2314 -4.9944 1.9560
N 4.4286 -5.1274 1.4032
C 2.6166 -3.6371 1.9008
C 3.3074 -2.5800 1.3170
C 2.6843 -1.3465 1.2156
N 1.4429 -1.1095 1.6420
C 0.7951 -2.1184 2.2199
C 1.3354 -3.3819 2.3731
H 2.8136 -8.1877 2.9046
H 1.6061 -6.0163 2.9777
H 4.3048 -2.7431 0.9326
H 3.2034 -0.5131 0.7553
H -0.2029 -1.9037 2.5914
H 0.7361 -4.1479 2.8445
*
```

Values from the calculation:
HOMO level	-0.0254	Eh
LUMO level	0.11996	Eh
HOMO-LUMO gap	3.96	eV

Löwdin atomic charge list, values in e, 5 entries: 1.18 -0.05 -0.30 -0.06 0.02

***

# 3
DFT (ωB97M-V/def2-TZVPD) results for C26H26Cl2CoF5PS2 as an isolated structure.

ORCA input file:
```
! RIJCOSX wB97M-V def2-TZVPD def2/J DEFGRID3
* xyz 1 5
Co 0.6613 0.9008 -0.0200
Cl 0.8889 2.7063 1.4175
C 0.2644 4.1305 0.6861
C 0.3537 5.3331 1.3566
C -0.1898 6.4728 0.7745
C -0.8318 6.3987 -0.4511
C -0.9052 5.1920 -1.1298
Cl -1.7311 5.0852 -2.6226
C -0.3209 4.0271 -0.5857
S -0.3013 2.5603 -1.4903
H 0.8343 5.3758 2.3225
H -0.1228 7.4174 1.2911
H -1.2757 7.2832 -0.8799
F 7.0160 -0.7421 -1.9715
C 5.9547 -0.5972 -1.1897
C 4.7909 0.0026 -1.6772
F 4.7236 0.4562 -2.9236
C 3.6956 0.1077 -0.8392
F 2.5453 0.6990 -1.2864
C 3.6946 -0.3638 0.4765
S 2.2971 -0.2287 1.4700
C 4.8846 -0.9365 0.9549
F 4.9364 -1.3726 2.2079
C 5.9984 -1.0485 0.1341
F 7.1176 -1.5912 0.5967
C -3.2295 0.4191 -1.2828
C -2.7855 -0.2442 0.0157
C -2.8326 0.7891 1.1452
C -3.6829 -1.4353 0.3436
P -0.9670 -0.7805 -0.1124
C -0.7785 -1.8216 1.3660
C -0.9477 -3.2023 1.4103
C -0.7470 -3.8865 2.5966
C -0.3721 -3.2037 3.7428
C -0.2206 -1.8264 3.7129
C -0.4195 -1.1416 2.5311
C -0.5824 -1.8096 -1.6548
C 0.7585 -2.4928 -1.3645
C -1.6326 -2.8286 -2.0857
C -0.3761 -0.8121 -2.7995
H -4.2031 0.8816 -1.1300
H -3.3232 -0.3047 -2.0872
H -2.5296 1.1977 -1.5875
H -3.8322 1.2128 1.2154
H -2.1404 1.6091 0.9435
H -2.5811 0.3480 2.1081
H -4.7150 -1.0946 0.4040
H -3.4234 -1.8759 1.3032
H -3.6270 -2.1997 -0.4263
H -1.2379 -3.7505 0.5297
H -0.8635 -4.9596 2.6201
H -0.1850 -3.7393 4.6600
H 0.0735 -1.2913 4.6020
H -0.2874 -0.0654 2.4991
H 0.6702 -3.2894 -0.6316
H 1.4845 -1.7733 -0.9794
H 1.1569 -2.9152 -2.2849
H -1.8442 -3.5753 -1.3266
H -1.2525 -3.3512 -2.9620
H -2.5625 -2.3478 -2.3769
H 0.3443 -0.0401 -2.5203
H -1.3032 -0.3289 -3.0953
H 0.0188 -1.3395 -3.6649
*
```

Values from the calculation:
HOMO level (spin up / spin down)	-0.3843 / -0.3869	Eh
expectation value of S²	6.037
LUMO level (spin up / spin down)	-0.10240 / -0.24019	Eh
HOMO-LUMO gap (spin up / spin down)	7.67 / 3.99	eV

Löwdin atomic charge list, values in e, 5 entries: 0.10 0.79 -0.63 -0.10 -0.07

***

# 4
DFT (ωB97M-V/def2-TZVPD) results for C26H26CrN2OPS as an isolated structure.

ORCA input file:
```
! RIJCOSX wB97M-V def2-TZVPD def2/J DEFGRID3
* xyz 1 5
Cr -1.3078 0.7088 0.4050
C 4.6793 1.3211 2.1803
C 4.6576 -0.0319 1.8632
C 3.5358 -0.5889 1.2720
C 2.4249 0.2066 0.9900
C 2.4530 1.5615 1.3141
C 3.5778 2.1182 1.9084
P 0.8955 -0.4583 0.2855
C 1.4042 -1.5074 -1.1128
C 2.6117 -1.3257 -1.7815
C 2.9228 -2.1028 -2.8897
C 2.0267 -3.0585 -3.3450
C 0.8185 -3.2426 -2.6836
C 0.5096 -2.4746 -1.5722
C 0.0497 -1.5159 1.4711
C 0.5138 -2.6362 2.1582
C -0.3460 -3.2666 3.0375
C -1.6375 -2.7698 3.2201
C -2.0786 -1.6554 2.5246
C -1.2450 -0.9897 1.6138
H 5.5557 1.7513 2.6467
H 5.5159 -0.6533 2.0820
H 3.5250 -1.6433 1.0229
H 1.5802 2.1748 1.1116
H 3.5892 3.1684 2.1696
H 3.3191 -0.5837 -1.4318
H 3.8728 -1.9682 -3.3914
H 2.2728 -3.6676 -4.2047
H 0.1213 -3.9950 -3.0282
H -0.4253 -2.6347 -1.0469
H 1.5217 -3.0070 2.0114
H -0.0204 -4.1387 3.5892
H -2.2984 -3.2642 3.9218
H -3.0851 -1.2976 2.7200
C -6.6081 0.6459 1.6612
N -5.3940 1.3617 1.3013
C -5.4420 2.8184 1.2845
C -4.2657 0.7237 1.0654
O -3.1950 1.3022 0.8078
H -6.9336 0.9373 2.6598
H -6.4218 -0.4256 1.6502
H -7.4005 0.8754 0.9496
H -6.4164 3.1324 0.9166
H -4.6624 3.2000 0.6321
H -5.2944 3.2184 2.2884
H -4.3237 -0.3680 1.1057
S -0.8696 2.8144 -0.8819
C 0.2858 2.2938 -2.0338
N 1.4137 3.0294 -2.1870
C 2.3897 2.7690 -3.0886
C 2.2756 1.6973 -3.9176
C 1.1294 0.8910 -3.8060
C 0.1559 1.1834 -2.8867
H 1.5059 3.8280 -1.5707
H 3.2294 3.4477 -3.0911
H 3.0483 1.4841 -4.6400
H 1.0155 0.0305 -4.4517
H -0.7328 0.5763 -2.7985
*
```

Values from the calculation:
HOMO level (spin up / spin down)	-0.3902 / -0.4065	Eh
expectation value of S²	6.032
LUMO level (spin up / spin down)	-0.10546 / -0.10644	Eh
HOMO-LUMO gap (spin up / spin down)	7.75 / 8.16	eV

Löwdin atomic charge list, values in e, 5 entries: 0.47 -0.07 -0.07 -0.09 -0.36

***

These records have ΔE to the lowest compared entry with this formula, charge and spin values of 0.107, 1.106, 0.485, 0.000 eV, in the order they appear.
These records have maximum force values of 0.4, 0.8, 1.8, 0.2 eV Å⁻¹, in the order they appear.